125
Properties=species:S:1:pos:R:3:forces:R:3:lowdin_spin:R:1 method="wB97M-V/def2-TZVPD" total_charge=-1 gap_ha="0.1236 / 0.2092" spin_multiplicity=2 energy_ha=-6503.1432
Ba 23.628 -23.138 0.079 -0.03 -0.90 -0.07 0.001
C 26.977 -21.815 -2.967 -1.03 0.32 -0.33 0.000
F 26.445 -20.601 -3.023 -0.42 0.13 -1.13 0.000
F 27.655 -22.110 -4.109 -0.45 0.48 2.00 0.000
F 27.718 -21.692 -1.857 0.76 -1.54 -0.56 0.000
S 25.558 -23.175 -2.730 1.77 -2.05 -0.24 0.000
O 25.508 -23.990 -3.959 -0.37 2.51 2.75 0.000
O 26.009 -23.894 -1.516 -1.19 1.63 -0.74 0.002
N 24.217 -22.161 -2.229 2.54 -1.47 -1.46 0.000
S 23.523 -21.832 -3.614 -3.91 0.30 -5.99 0.000
O 24.412 -21.382 -4.734 -1.36 -0.55 3.17 0.000
O 22.510 -22.842 -4.064 2.28 2.39 1.78 0.000
C 22.375 -20.242 -3.160 1.77 -1.42 -2.16 0.000
F 21.709 -20.534 -2.070 -0.43 0.51 0.51 0.000
F 23.188 -19.171 -2.992 -1.17 -0.57 0.07 0.000
F 21.513 -20.032 -4.207 1.27 -0.05 1.71 0.000
N 21.389 -24.491 0.172 -0.87 -2.82 5.61 0.001
S 20.194 -24.526 -0.760 -3.58 2.35 -7.89 0.000
O 19.058 -23.686 -0.333 1.46 -2.33 -0.22 0.000
O 20.044 -25.674 -1.650 -0.24 1.81 2.43 0.000
F 20.975 -23.486 -1.687 0.01 0.65 -1.15 0.001
S 20.549 -25.227 1.461 0.91 -1.96 4.77 0.000
O 19.987 -26.559 1.276 0.22 2.55 -0.86 0.000
O 19.834 -24.349 2.390 1.39 -0.88 -2.05 0.000
F 21.887 -25.618 2.246 -0.05 0.76 -0.13 0.000
Cl 19.138 -28.123 5.291 -0.22 -0.08 0.24 0.000
C 19.636 -26.445 4.980 0.02 -0.01 -1.31 0.000
C 19.258 -25.555 6.121 0.07 -0.36 0.65 0.000
Cl 19.883 -23.907 5.929 0.18 0.45 -0.25 0.000
H 19.082 -26.095 4.109 0.08 -0.22 -0.09 0.000
H 20.680 -26.511 4.673 0.05 0.30 0.45 0.000
H 19.671 -25.895 7.071 -0.30 -0.13 -0.07 0.000
H 18.170 -25.483 6.138 0.14 -0.02 0.34 0.000
C 21.049 -30.994 -6.641 -0.78 1.31 0.82 0.000
O 20.808 -29.592 -6.994 0.63 -1.26 -0.26 0.000
C 22.018 -28.841 -7.278 -1.32 -0.23 0.92 0.000
C 21.751 -27.345 -6.999 -0.84 -0.57 1.30 0.000
O 21.302 -27.097 -5.634 0.78 0.37 -0.55 0.000
C 21.292 -25.680 -5.311 0.44 -0.93 -0.53 0.000
H 21.536 -31.657 -7.357 0.39 0.54 -0.41 0.000
H 20.085 -31.459 -6.435 -0.28 0.32 -0.25 0.000
H 21.542 -31.012 -5.669 0.53 -0.08 -0.11 0.000
H 22.227 -28.989 -8.337 0.36 0.24 -0.16 0.000
H 22.820 -29.258 -6.669 0.23 0.29 0.08 0.000
H 20.906 -27.039 -7.616 0.15 0.20 -0.53 0.000
H 22.655 -26.778 -7.221 0.06 0.14 -0.08 0.000
H 20.730 -25.139 -6.072 -0.40 0.16 0.07 0.000
H 22.291 -25.243 -5.304 0.29 -0.20 -0.03 0.000
H 20.898 -25.537 -4.305 -0.22 -0.26 -0.17 0.000
C 22.427 -19.603 1.378 0.49 0.55 0.40 0.000
O 21.986 -20.888 0.969 -1.78 1.15 0.85 0.000
C 20.959 -21.315 1.944 1.73 -3.30 -1.35 0.000
C 21.718 -21.842 3.147 -1.42 1.70 1.86 0.000
O 22.773 -22.707 2.903 0.41 0.13 -2.60 0.000
C 23.516 -23.305 3.928 -0.56 0.28 0.66 0.000
H 22.487 -18.885 0.560 0.55 -0.43 -0.32 0.000
H 23.336 -19.738 1.964 0.51 0.40 -0.40 0.000
H 21.768 -19.090 2.080 -0.54 -0.38 0.05 0.000
H 20.541 -22.190 1.447 -0.53 0.17 -0.06 0.000
H 20.154 -20.643 2.241 0.39 0.53 -0.37 0.000
H 20.976 -22.250 3.833 -0.08 -0.59 0.00 0.000
H 22.009 -20.924 3.657 0.89 0.09 0.42 0.000
H 24.079 -24.110 3.456 -0.24 -0.25 0.35 0.000
H 22.803 -23.614 4.692 0.27 -0.65 0.14 0.000
H 24.227 -22.630 4.405 0.06 0.36 -0.09 0.000
C 16.906 -21.042 3.726 -0.68 0.47 0.25 0.000
O 16.444 -19.866 3.054 0.33 -0.62 -1.89 0.000
C 16.044 -20.083 1.657 0.12 0.13 0.01 0.000
C 17.147 -20.294 0.581 -0.99 -0.41 0.81 0.000
O 18.113 -19.359 0.854 2.05 1.06 -0.59 0.000
C 18.987 -19.228 -0.264 0.21 0.31 0.02 0.000
H 17.434 -21.762 3.100 0.02 0.09 -0.17 0.000
H 16.044 -21.506 4.203 -0.12 -0.46 -0.16 0.000
H 17.537 -20.740 4.562 0.26 0.20 -0.23 0.000
H 15.546 -19.173 1.324 -0.01 0.19 0.54 0.000
H 15.303 -20.876 1.561 -0.02 -0.28 0.28 0.000
H 16.782 -20.080 -0.424 -0.90 -0.06 -0.09 0.000
H 17.544 -21.305 0.491 0.24 -0.34 0.44 0.000
H 19.352 -20.192 -0.621 0.33 -0.24 0.35 0.000
H 19.797 -18.539 -0.026 0.15 -0.32 0.40 0.000
H 18.549 -18.780 -1.156 -0.81 0.14 0.05 0.000
C 17.971 -20.359 -3.908 -0.77 1.03 1.09 0.000
O 17.507 -21.637 -4.086 -0.85 -0.14 -0.15 0.000
C 18.547 -22.546 -4.105 0.40 -1.68 -1.30 0.000
C 17.988 -23.789 -4.759 -0.84 -2.14 -1.31 0.000
O 17.918 -23.746 -6.220 -0.02 1.42 -0.10 0.000
C 17.203 -24.789 -6.840 0.07 -1.00 0.79 0.000
H 17.158 -19.806 -3.436 -0.26 0.34 -0.30 0.000
H 18.237 -19.877 -4.848 0.49 0.07 0.07 0.000
H 18.725 -20.353 -3.121 0.74 0.23 -0.34 0.000
H 18.925 -22.755 -3.105 -0.05 -0.15 0.19 0.000
H 19.390 -22.210 -4.710 0.20 0.26 -0.10 0.000
H 16.975 -23.983 -4.409 -0.33 0.44 0.25 0.000
H 18.463 -24.754 -4.583 0.84 0.29 0.71 0.000
H 17.783 -25.712 -6.844 0.31 -0.23 0.17 0.000
H 16.913 -24.664 -7.884 0.40 1.02 0.00 0.000
H 16.275 -25.046 -6.329 -0.24 0.22 0.36 0.000
C 22.609 -30.509 3.379 0.26 -0.57 -0.46 0.000
C 22.795 -31.796 2.997 0.90 0.31 1.86 0.000
C 22.228 -32.419 1.747 -0.54 1.77 -0.76 0.000
O 22.480 -33.557 1.403 -0.23 0.58 0.53 0.000
C 21.381 -31.415 0.985 0.36 -1.67 0.68 0.000
C 21.143 -30.173 1.422 -1.38 2.77 -0.99 0.000
C 21.815 -29.540 2.630 0.10 0.30 0.97 0.000
O 21.681 -28.381 3.046 -0.20 -1.97 -1.40 0.000
O 20.251 -29.360 0.754 0.90 -2.16 0.41 0.000
O 23.587 -32.542 3.842 -0.64 0.45 -0.68 0.000
H 23.075 -30.123 4.274 0.08 -0.18 0.11 0.000
H 20.856 -31.806 0.126 0.05 0.15 -0.17 0.000
H 20.288 -28.439 1.023 0.45 0.52 0.38 0.000
H 23.489 -33.479 3.661 -0.03 -0.28 -0.47 0.000
C 23.414 -29.082 -1.524 0.73 -2.08 -0.18 0.039
C 23.192 -27.804 -1.238 0.24 2.56 -1.49 0.087
C 23.603 -26.685 -2.172 -0.30 -7.02 -1.40 0.152
O 23.533 -25.521 -1.900 -0.64 5.93 2.39 0.171
C 24.015 -27.196 -3.437 1.20 0.14 -0.73 0.013
C 24.308 -28.497 -3.737 0.30 -1.55 1.69 0.142
C 24.043 -29.615 -2.742 -1.19 5.18 0.09 0.124
O 24.275 -30.774 -2.964 0.95 -2.97 -0.74 0.199
O 25.068 -28.820 -4.842 -0.66 0.60 0.08 0.045
O 22.521 -27.407 -0.128 0.17 -0.30 0.70 0.023
H 23.193 -29.808 -0.756 -0.29 -0.27 0.04 0.000
H 24.405 -26.509 -4.173 -0.19 0.51 -0.04 -0.002
H 25.312 -29.743 -4.743 -0.16 -0.51 0.17 0.000
H 22.321 -26.482 -0.291 -0.01 0.41 -0.05 0.000

25
Properties=species:S:1:pos:R:3:forces:R:3:lowdin_charge:R:1 method="wB97M-V/def2-TZVPD" total_charge=-2 gap_ha=0.2236 de_lowest_kcal_mol=0.0 energy_ha=-5029.1341
Mg 0.848 -0.775 -1.102 0.05 -0.03 0.64 0.063
S 2.919 2.059 -3.993 0.06 0.11 -0.08 -0.251
As 2.359 1.718 -1.997 -0.12 -0.19 0.06 -0.509
S 0.139 1.358 -1.851 0.00 -0.01 -0.14 -0.061
S 3.147 -0.206 -1.205 0.06 -0.06 -0.23 -0.098
S 2.883 3.224 -0.559 0.03 0.08 0.05 -0.152
S 0.585 -0.679 1.702 -0.10 -0.12 -0.17 0.567
C -0.109 0.867 1.743 0.01 0.14 0.03 -0.785
N 0.572 1.960 1.315 -0.16 0.01 -0.06 0.022
C 0.071 3.207 1.275 0.04 -0.10 -0.03 -0.121
C -1.181 3.471 1.749 -0.01 0.06 -0.01 -0.079
C -1.940 2.387 2.216 -0.01 -0.06 0.01 -0.082
C -1.424 1.120 2.209 0.02 0.05 0.07 -0.105
H 1.485 1.859 0.838 0.08 0.01 0.06 0.022
H 0.737 3.916 0.800 0.00 0.03 0.02 0.054
H -1.576 4.475 1.711 0.00 -0.01 0.00 0.093
H -2.954 2.547 2.564 0.01 0.01 0.00 0.099
H -2.005 0.269 2.531 0.01 -0.01 0.02 0.093
O -0.149 -2.501 -1.228 -0.10 0.17 -0.37 -0.261
N 0.126 -3.648 -0.750 0.19 -0.10 0.01 -0.019
C -0.507 -4.662 -1.295 -0.07 -0.05 0.15 -0.325
C -1.473 -4.536 -2.345 0.01 0.19 -0.01 -0.199
N -2.258 -4.434 -3.180 0.00 -0.09 0.00 0.136
C -0.241 -5.965 -0.770 0.02 -0.05 0.00 -0.214
N -0.054 -7.031 -0.378 -0.01 0.02 0.00 0.112

88
Properties=species:S:1:pos:R:3:forces:R:3:lowdin_charge:R:1 method="wB97M-V/def2-TZVPD" total_charge=-2 gap_ha=0.1700 de_lowest_kcal_mol=0.0 energy_ha=-5483.2365
Mg 0.003 -1.554 0.696 0.47 -0.76 -0.11 0.447
O -2.788 -4.155 6.049 0.01 -0.02 -0.17 0.048
C -2.304 -3.578 4.906 0.02 0.03 0.03 -0.311
C -1.726 -2.312 4.897 -0.08 -0.16 -0.01 0.001
C -1.251 -1.825 3.696 -0.03 -0.11 -0.10 -0.097
N -1.315 -2.501 2.545 -0.16 -0.07 0.28 0.018
C -1.888 -3.689 2.581 0.09 0.08 -0.01 -0.699
Br -2.006 -4.657 0.960 0.03 0.06 0.05 0.797
C -2.401 -4.289 3.723 0.04 0.11 0.07 -0.049
H -2.621 -3.561 6.786 0.02 0.07 0.05 0.095
H -1.641 -1.717 5.798 0.00 -0.02 0.02 0.110
H -0.786 -0.847 3.643 0.01 -0.02 -0.05 0.102
H -2.841 -5.273 3.689 -0.01 -0.01 0.02 0.104
C 0.836 -3.374 -1.496 -0.10 0.07 -0.02 -0.154
O 1.013 -1.990 -1.203 -0.02 0.16 -0.21 -0.375
Si 1.178 -0.871 -2.525 0.05 -0.09 0.10 0.316
C 2.261 -1.804 -3.787 0.08 0.02 -0.01 -0.178
C -0.505 -0.886 -3.381 0.00 0.03 0.01 -0.159
C 1.807 0.701 -1.986 -0.12 0.04 0.14 -0.425
Si 3.522 0.773 -1.420 -0.02 0.01 -0.09 0.356
C 4.281 -0.924 -1.055 0.03 -0.06 -0.03 -0.180
C 3.909 1.721 0.176 -0.02 -0.03 -0.03 -0.177
C 4.696 1.572 -2.700 -0.01 0.00 0.03 -0.202
Si 0.818 2.200 -2.215 0.01 -0.07 -0.04 0.355
C 1.493 3.734 -1.324 0.05 -0.04 0.03 -0.195
C -0.991 2.134 -1.661 0.05 -0.01 0.02 -0.176
C 0.725 2.773 -4.036 -0.02 -0.03 0.01 -0.201
H 1.647 -3.740 -2.129 0.00 -0.02 0.03 0.073
H -0.121 -3.539 -2.007 0.03 -0.01 -0.01 0.085
H 0.841 -3.931 -0.560 0.01 -0.02 0.04 0.040
H 1.790 -2.720 -4.154 -0.03 -0.01 -0.02 0.013
H 3.261 -2.055 -3.426 -0.13 0.00 -0.09 0.001
H 2.382 -1.128 -4.639 0.00 0.00 -0.02 0.025
H -0.647 -1.840 -3.898 -0.02 -0.01 0.01 0.024
H -0.570 -0.093 -4.130 0.00 0.02 -0.03 0.015
H -1.323 -0.764 -2.672 -0.01 0.01 0.05 -0.007
H 3.752 -1.400 -0.227 -0.03 -0.02 0.04 0.019
H 5.329 -0.797 -0.764 0.01 0.00 0.03 0.020
H 4.249 -1.617 -1.898 0.08 0.09 0.12 -0.004
H 3.361 1.300 1.020 -0.03 -0.03 0.02 0.014
H 3.671 2.782 0.119 -0.02 0.09 -0.03 0.004
H 4.981 1.629 0.389 0.02 0.00 0.00 0.019
H 4.650 1.033 -3.650 0.00 -0.03 -0.01 0.011
H 5.735 1.585 -2.355 0.02 0.01 0.00 0.007
H 4.392 2.605 -2.899 -0.01 0.02 0.00 0.006
H 1.517 3.585 -0.243 -0.02 0.01 0.04 0.016
H 0.846 4.592 -1.534 -0.01 -0.01 -0.01 0.017
H 2.504 3.989 -1.651 0.07 0.01 0.00 0.011
H -1.091 1.726 -0.654 0.01 0.00 0.00 0.017
H -1.599 1.515 -2.320 -0.05 -0.08 -0.07 0.002
H -1.414 3.146 -1.668 0.00 0.02 -0.01 0.023
H 1.728 2.964 -4.427 0.03 0.01 0.01 0.010
H 0.126 3.683 -4.157 -0.01 0.01 0.01 0.010
H 0.279 1.990 -4.656 0.00 0.01 -0.01 0.001
C 2.465 -2.622 2.737 0.01 0.07 -0.11 -0.130
C 1.433 -3.249 1.772 -0.22 0.36 -0.01 -0.407
O 1.412 -4.484 1.794 -0.07 -0.14 -0.12 -0.163
H 3.187 -2.061 2.135 0.03 0.05 0.01 0.049
H 2.985 -3.386 3.327 0.00 -0.06 0.03 0.046
H 1.989 -1.883 3.390 -0.03 0.00 -0.01 0.040
C -6.158 -1.273 -0.749 0.00 0.02 -0.02 -0.209
Si -4.631 -0.261 -1.211 0.02 0.01 0.06 0.374
C -4.567 -0.177 -3.090 -0.02 -0.01 0.01 -0.196
C -4.881 1.486 -0.560 0.00 -0.02 -0.03 -0.191
C -3.127 -0.977 -0.539 -0.08 -0.01 -0.06 -0.263
C -2.010 -1.325 -0.161 0.08 -0.01 -0.06 -0.134
H -7.062 -0.831 -1.179 -0.02 -0.01 0.01 0.013
H -6.280 -1.321 0.335 0.01 0.02 0.02 0.018
H -6.067 -2.297 -1.115 0.01 -0.01 -0.02 0.018
H -5.496 0.225 -3.504 0.00 0.01 -0.01 0.016
H -4.396 -1.167 -3.516 -0.01 -0.01 0.01 0.024
H -3.741 0.461 -3.409 0.03 0.02 -0.01 0.015
H -5.777 1.954 -0.980 -0.01 0.01 0.00 0.016
H -4.014 2.097 -0.819 0.02 0.01 -0.01 0.014
H -4.967 1.484 0.529 0.00 -0.02 0.01 0.023
O -0.508 1.453 1.800 0.13 -0.08 0.02 0.064
B 0.479 0.392 1.783 -0.15 0.49 0.20 -0.375
O 1.525 0.858 2.655 0.00 -0.12 -0.03 0.059
C 1.188 2.085 3.116 0.02 0.08 0.01 -0.243
C 1.887 2.918 3.962 -0.03 -0.01 -0.02 -0.009
C 1.298 4.144 4.281 0.02 0.01 0.02 -0.127
C 0.060 4.504 3.762 -0.02 0.01 0.00 -0.125
C -0.640 3.654 2.902 0.04 -0.02 0.01 -0.006
C -0.051 2.446 2.594 0.00 0.08 0.00 -0.243
H 2.855 2.630 4.349 0.01 0.00 0.00 0.110
H 1.820 4.830 4.938 0.00 0.00 0.00 0.083
H -0.367 5.466 4.021 0.00 0.00 0.00 0.084
H -1.599 3.926 2.481 -0.01 0.00 -0.01 0.112